162
Properties=species:S:1:pos:R:3:forces:R:3 method="wB97M-V/def2-TZVPD" total_energy_ha=-2755.84070 mol_weight_g_mol=848.311 charge=0 de_lowest_ev=0.667 gap_ha=0.32610
C 7.79089 0.65334 5.03991 -0.387 -0.135 0.184
O 6.89804 0.96731 4.00478 0.454 0.492 -0.603
C 5.51673 0.92299 4.28116 0.195 -0.812 0.204
C 4.81208 1.93482 3.39518 -0.249 0.298 -0.701
C 5.05108 3.34394 3.85587 1.117 1.130 1.248
N 3.37394 1.67157 3.30596 -0.187 0.016 0.433
H 8.80202 0.66293 4.63951 -0.028 0.130 -0.127
H 7.60876 -0.35299 5.43405 -0.062 0.016 0.145
H 7.71113 1.39327 5.84209 0.061 -0.097 0.162
H 5.19435 -0.11062 4.08912 -0.369 0.110 -0.251
H 5.30138 1.06625 5.34829 0.050 0.491 -0.033
H 5.25531 1.95377 2.38701 0.205 -0.795 0.081
H 6.12522 3.55515 3.95481 0.047 -0.420 -0.186
H 4.69385 3.53278 4.87442 -0.484 -0.086 -0.195
H 4.73440 4.15102 3.19302 -0.569 -0.351 -0.144
H 3.01313 2.23653 2.54235 -0.252 -0.041 0.184
H 3.14245 0.69651 3.10817 0.351 0.048 -0.347
C 0.50069 -1.61394 -4.45771 0.868 -0.068 0.096
O -0.70820 -1.12357 -4.97265 -0.209 -0.284 0.690
C -1.77089 -1.51662 -4.10805 -0.673 0.919 -0.709
C -3.08725 -1.05446 -4.70985 -1.343 -0.611 0.434
C -4.26077 -1.56102 -3.85957 -0.383 -0.738 -0.032
N -3.28668 -1.53797 -6.07968 0.456 0.894 0.255
H 1.33885 -1.12624 -4.95974 -0.157 -0.034 -0.195
H 0.61053 -2.69900 -4.57603 -0.155 0.011 -0.136
H 0.63480 -1.40993 -3.38688 -0.297 0.119 -0.019
H -1.80986 -2.60614 -4.02232 0.237 -0.072 0.365
H -1.69706 -0.97197 -3.15957 0.397 -0.547 0.358
H -3.19071 0.03113 -4.61330 0.494 0.123 -0.662
H -5.23888 -1.27778 -4.25438 0.224 0.415 -0.252
H -4.26198 -1.24756 -2.81410 0.329 0.040 -0.031
H -4.30829 -2.65736 -3.89421 0.267 -0.025 0.212
H -3.58617 -2.50454 -6.07600 0.121 -0.065 0.025
H -2.37784 -1.46599 -6.52826 -0.217 -0.213 -0.343
C -2.81391 -3.51204 -0.91259 0.142 -0.273 0.640
O -1.57093 -3.67391 -0.24913 -0.142 0.048 -0.152
C -1.23888 -5.02250 -0.00436 0.252 -0.536 -0.266
C 0.21510 -5.06965 0.43849 0.300 0.016 1.054
C 0.86149 -6.43989 0.33466 -0.273 -0.678 -1.157
N 0.40835 -4.59384 1.82631 -0.482 0.050 -0.094
H -3.56618 -4.16481 -0.45263 0.002 -0.136 -0.251
H -2.67225 -3.74599 -1.97046 -0.376 0.131 -0.044
H -3.16778 -2.49668 -0.72984 0.238 0.116 -0.341
H -1.93326 -5.43659 0.73800 0.152 -0.036 0.227
H -1.33647 -5.67481 -0.88518 -0.162 0.394 -0.308
H 0.76906 -4.40118 -0.22569 -0.047 0.104 0.015
H 0.78525 -6.80196 -0.69870 0.062 0.167 -0.026
H 0.38178 -7.24650 0.89562 -0.068 0.337 0.444
H 1.92583 -6.42515 0.55599 -0.055 0.193 0.291
H -0.06439 -5.26985 2.42514 0.224 -0.029 0.071
H -0.12194 -3.73571 1.97112 0.248 0.104 -0.156
C 3.83179 -1.49205 -2.35164 -0.232 -0.007 0.390
O 3.96586 -2.44906 -1.32970 0.189 -0.370 -0.014
C 3.12477 -2.27503 -0.19865 0.361 -0.001 -0.368
C 3.65383 -1.17470 0.74495 -1.049 -1.113 0.523
C 5.00285 -1.59817 1.29260 0.741 0.602 -0.623
N 2.72513 -1.05384 1.87168 0.084 0.487 0.347
H 3.97124 -0.46681 -1.99215 0.074 0.033 0.023
H 2.83435 -1.55130 -2.79944 -0.013 -0.004 -0.164
H 4.59873 -1.71242 -3.08857 -0.054 0.014 -0.125
H 2.07996 -2.16319 -0.51698 -0.013 0.600 0.019
H 3.11134 -3.22793 0.33908 0.298 0.017 0.064
H 3.71596 -0.22792 0.20367 0.067 0.098 0.128
H 5.45081 -0.85535 1.95386 -0.264 0.102 0.107
H 5.70194 -1.68185 0.45620 0.005 -0.310 0.092
H 4.96185 -2.54781 1.82759 -0.163 -0.067 -0.093
H 2.82168 -1.87255 2.46278 -0.094 -0.036 -0.033
H 1.74143 -0.99524 1.60230 0.134 -0.279 -0.176
C -0.04674 1.59846 -2.67632 0.762 1.023 -0.344
O -0.33241 1.53986 -1.28887 -0.013 -0.568 -1.108
C 0.23102 0.36746 -0.71681 -0.046 0.532 1.064
C -0.53433 0.09385 0.54236 -1.181 -1.964 1.632
C -0.25189 1.06392 1.68204 0.048 0.023 -0.806
N -0.26871 -1.29184 1.02316 0.969 0.238 -0.316
H -0.04863 2.65059 -2.97046 -0.136 0.032 0.064
H -0.71044 1.08404 -3.37793 -0.348 -0.335 0.539
H 0.96918 1.24507 -2.88661 0.035 -0.101 0.110
H 0.21173 -0.49828 -1.38536 -0.051 0.132 -0.120
H 1.25592 0.59960 -0.38780 0.170 -0.293 -0.483
H -1.62056 0.07246 0.38505 0.062 0.852 -0.618
H -0.85965 0.80882 2.54836 -0.171 0.195 -0.033
H -0.49884 2.04912 1.28304 0.038 0.173 0.536
H 0.79357 1.03561 1.99716 0.051 0.040 -0.169
H -0.83934 -1.48598 1.84154 -0.062 0.163 -0.129
H -0.51587 -1.97630 0.31489 -0.089 0.068 0.090
C -0.12909 1.77830 -6.12327 -0.812 1.032 -0.180
O -0.32308 1.97914 -7.51163 0.580 -0.372 -0.219
C -1.41021 2.84490 -7.74628 -0.373 -0.567 0.294
C -1.76563 2.93057 -9.21603 -0.459 0.494 -0.683
C -2.07796 1.61789 -9.93530 -0.076 -0.109 0.083
N -0.81380 3.69488 -10.03976 0.017 -0.671 0.160
H 0.02237 2.76646 -5.67189 0.134 -0.020 0.286
H 0.71642 1.14824 -5.87238 0.047 -0.203 -0.479
H -1.05723 1.37076 -5.71877 0.115 -0.249 0.293
H -2.29108 2.47063 -7.20338 -0.048 -0.079 0.031
H -1.20101 3.83630 -7.32513 0.095 0.155 -0.147
H -2.72031 3.46498 -9.27239 0.081 0.280 0.274
H -1.23806 0.92318 -9.95610 0.067 0.068 -0.003
H -2.37468 1.86924 -10.95340 0.249 -0.014 -0.076
H -2.94122 1.09607 -9.51761 0.136 0.039 0.343
H -0.59184 4.58655 -9.61487 0.069 -0.036 0.088
H 0.03392 3.13486 -10.06801 0.171 0.323 -0.107
C -3.25152 -0.59600 3.23999 -0.415 0.242 -0.071
O -2.21510 -1.55227 3.27524 -0.229 -0.349 0.073
C -1.78902 -1.90252 4.59246 0.499 0.394 -0.427
C -2.82569 -2.70661 5.36859 -0.268 0.585 0.439
C -2.25436 -3.21236 6.68209 -0.164 -0.596 -0.049
N -3.44786 -3.78848 4.60060 0.570 0.234 -0.463
H -2.98884 0.34689 3.72888 0.301 0.009 -0.005
H -4.18438 -0.92374 3.70997 0.077 -0.305 0.052
H -3.48011 -0.39439 2.19546 0.156 0.062 -0.070
H -0.85484 -2.46279 4.47614 -0.148 -0.195 -0.158
H -1.48477 -0.95700 5.05876 -0.277 -0.178 0.541
H -3.64398 -2.01732 5.60563 0.000 -0.035 0.092
H -1.97687 -2.42437 7.37973 0.047 0.112 -0.135
H -1.38910 -3.86015 6.51076 0.117 0.150 -0.048
H -3.00033 -3.84922 7.16121 -0.046 0.130 0.071
H -3.59924 -3.38818 3.67311 -0.226 -0.262 0.056
H -2.75746 -4.52047 4.43124 -0.049 -0.004 0.161
C 2.71617 3.04544 -0.16479 -0.427 -0.216 -1.131
O 2.26688 3.45520 1.09542 0.746 -0.319 0.168
C 1.53667 4.66114 1.05328 0.061 -0.290 0.684
C 1.33314 5.15785 2.48444 -1.562 -0.313 0.396
C 0.44549 4.15214 3.26881 0.909 -0.112 0.112
N 0.59256 6.42634 2.38697 -0.057 0.358 -0.725
H 1.87016 2.80280 -0.82419 -0.143 0.374 -0.006
H 3.28133 2.11181 -0.17531 0.199 0.102 0.855
H 3.32827 3.80720 -0.65513 0.034 0.115 0.053
H 2.05551 5.42026 0.45950 -0.058 -0.022 -0.117
H 0.55145 4.41517 0.63123 -0.049 0.380 -0.211
H 2.27380 5.36401 2.99164 0.161 -0.279 -0.090
H -0.53908 4.14632 2.80050 -0.077 -0.106 0.059
H 0.35906 4.43748 4.31914 -0.133 0.293 -0.072
H 0.84172 3.13446 3.31058 0.050 0.077 -0.280
H -0.05263 6.34378 1.60333 0.088 0.155 -0.011
H -0.02520 6.58674 3.17337 0.298 -0.147 0.291
C -6.88614 -0.51142 -0.61519 0.507 0.201 -1.131
O -6.25289 0.72924 -0.85663 -0.188 0.243 -0.494
C -5.01901 0.89381 -0.22830 0.437 0.191 1.373
C -4.17224 1.99797 -0.85702 0.789 -0.146 0.085
C -3.55384 1.59158 -2.17768 -0.035 0.080 -0.675
N -3.08126 2.38436 0.06929 -0.219 0.166 0.060
H -6.34685 -1.29017 -1.17287 0.274 -0.240 0.558
H -7.83370 -0.47991 -1.15099 -0.317 0.196 0.582
H -6.95603 -0.71503 0.45215 -0.238 -0.213 0.008
H -5.14537 1.18957 0.82684 -0.291 0.069 -0.028
H -4.46043 -0.05050 -0.12400 0.127 -0.048 -0.582
H -4.78197 2.89686 -0.96385 -0.427 -0.288 -0.419
H -2.93662 2.40685 -2.56451 -0.333 0.172 -0.204
H -4.31820 1.30621 -2.90336 0.036 0.148 -0.062
H -2.83719 0.76632 -2.12076 -0.244 -0.182 0.539
H -3.25370 3.34799 0.33012 0.117 -0.072 0.332
H -2.19306 2.40334 -0.42572 -0.049 -0.270 0.083
C 1.09649 -0.23411 5.98151 0.504 -0.686 0.149
C 2.45841 0.37871 6.30952 -0.342 0.073 1.503
O 2.50019 1.76854 6.06151 0.160 -0.488 -0.740
H 0.32785 0.00569 6.71762 0.077 0.536 -0.083
H 1.18794 -1.32393 6.07421 -0.022 -0.009 -0.403
H 0.76716 0.04603 4.98020 -0.034 -0.114 -0.029
H 3.31651 -0.17154 5.90400 -0.256 0.096 -0.710
H 2.62496 0.23823 7.38855 -0.144 0.210 -0.052
H 2.60618 1.81737 5.07775 0.159 0.461 0.287